C24H39CoN5O2SbSe4Si4 | ωB97M-V with the def2-TZVPD basis set

Structure (XYZ):
```
80
Properties=species:S:1:pos:R:3:forces:R:3
H -3.8253 2.4549 -2.4102 -0.0024 -0.0078 0.0114
C 1.1204 -2.5009 4.7083 -0.0095 0.0180 -0.0070
H 1.9556 -3.0882 5.0994 -0.0027 -0.0010 -0.0199
C 6.5005 0.9065 -1.2295 0.0001 -0.0256 0.0685
C 3.0723 1.1636 -0.0630 0.0015 0.0701 -0.0593
N 9.6986 4.4546 -1.8631 -0.0203 -0.0161 0.0022
Si -0.4002 -0.6855 2.2218 0.0484 -0.1745 -0.9621
H -3.4427 -0.1043 1.0602 -0.0130 0.0136 -0.0003
C 3.7474 -0.4118 -1.4406 -0.0229 0.0860 -0.0533
H 0.9816 -1.6402 5.3654 0.0118 -0.0128 0.0059
H -4.6087 -1.2542 1.7261 -0.0059 -0.0160 0.0057
H 0.2206 -3.1172 4.7708 0.0026 -0.0047 -0.0013
N -0.1041 2.4879 -0.6535 0.0723 0.2513 0.1198
H -1.6046 -3.5936 3.1061 0.0160 -0.0247 -0.0043
Co 0.1333 0.7995 0.5015 -0.0893 0.1944 0.2899
H 3.0837 2.0728 0.5080 -0.0075 -0.0029 -0.0199
N 4.1003 0.7917 -0.8566 0.0083 -0.1266 0.1528
H 2.4262 2.4784 2.6748 -0.0070 -0.0144 -0.0177
Se -4.1104 -4.2862 -0.2930 -0.1527 -0.0509 0.0998
C 7.6415 1.6586 -1.4416 0.0296 0.0073 -0.0056
H 2.7099 -3.8644 1.9596 -0.0127 -0.0133 0.0202
Sb -1.8027 -3.7129 -0.5689 0.4305 0.1209 0.0277
H -0.4469 0.5388 4.9317 0.0131 -0.0107 0.0139
H 8.5987 1.1729 -1.5710 -0.0028 0.0005 0.0002
Se -1.4964 -3.8407 -3.0446 0.0364 0.0109 0.0224
N -2.1051 3.3505 -1.5822 0.0237 0.0159 0.0365
H 3.7772 -1.4016 3.5301 0.0024 -0.0028 -0.0107
C -2.5873 -3.1278 3.1906 -0.0462 -0.0137 -0.0167
H 1.0127 -4.3148 2.1834 -0.0304 0.0013 -0.0324
H 4.2126 3.4060 -1.0550 -0.0007 0.0130 0.0423
C -2.7175 -0.5998 4.8356 -0.0020 0.0928 -0.0287
H -1.5463 3.4518 3.7031 -0.0204 0.0032 -0.0115
H 1.2860 0.5826 4.5823 0.0055 0.0281 0.0055
H 0.5334 5.0343 -2.7891 -0.0021 -0.0028 0.0021
O -2.1012 1.6594 -0.0578 0.0929 -0.0871 -0.0947
C 0.6662 3.4234 -1.3058 -0.0441 -0.0543 -0.0248
H -3.6669 -0.9448 5.2549 -0.0064 -0.0181 -0.0502
H -1.9465 4.8878 -2.9704 0.0038 -0.0041 -0.0029
H 4.3740 -0.9041 -2.1622 0.0228 -0.0140 0.0322
C -1.5702 2.7910 2.8314 0.0240 -0.0388 0.0125
Si 0.0189 1.8043 2.7742 0.0205 -0.0849 -0.1967
H -3.2258 -3.5644 2.4207 0.0291 0.0051 -0.0125
C 5.2808 1.5468 -1.0602 0.0436 0.0658 -0.1258
C 0.3548 1.1468 4.5173 0.0249 0.0122 0.0110
C 1.6790 -3.5107 1.8701 0.0238 0.0762 0.0341
Se -1.0916 -5.7229 0.6204 -0.1384 0.2445 -0.0848
H -4.3559 0.3093 2.5166 -0.0107 0.0125 -0.0243
H 1.4863 -3.2974 0.8175 0.0137 -0.0132 -0.0273
C 5.1860 2.9329 -1.1133 -0.0753 -0.0072 -0.0653
H -3.0045 -3.4115 4.1607 0.0086 -0.0039 -0.0077
C -3.5513 3.2523 -1.7184 0.0112 -0.0045 0.0131
H 6.2729 4.7600 -1.3610 -0.0072 -0.0007 0.0064
H -2.4509 2.1507 2.8996 0.0042 -0.0040 -0.0031
H 6.5624 -0.1720 -1.1738 -0.0144 -0.0034 -0.0045
Si -2.5310 -1.2528 3.0796 0.0428 0.1074 0.1597
H -3.9872 3.0316 -0.7488 -0.0036 0.0029 0.0082
Si 1.4529 -1.9811 2.9304 0.0054 -0.0324 0.0890
H -2.7224 0.4922 4.8593 -0.0016 -0.0131 0.0397
H -3.9367 4.2008 -2.0860 0.0120 0.0035 -0.0113
H -1.9200 -0.9554 5.4915 -0.0236 -0.0315 0.0084
H 0.4626 2.0245 5.1635 -0.0144 0.0017 -0.0089
C 8.7493 3.8302 -1.6917 0.0233 0.0133 0.0029
H 1.8667 -1.5286 -1.2192 -0.0027 -0.0078 -0.0069
C -1.4537 2.4709 -0.7396 -0.0792 -0.0554 -0.0079
C 2.5027 -0.6946 -0.9808 0.0138 0.0057 0.0477
H 1.4977 3.3184 1.4054 0.0105 0.0126 0.0072
H -1.6794 3.3975 1.9328 -0.0008 0.0118 0.0036
C 7.5619 3.0488 -1.4754 -0.0664 -0.0288 0.0148
O 1.8809 3.5070 -1.1168 0.0033 -0.0419 0.0163
C -0.0369 4.3144 -2.2235 -0.0133 0.0179 0.0122
H 1.3546 3.8119 3.0994 0.0241 -0.0043 0.0017
H 3.4475 -0.9918 1.8394 0.0008 -0.0038 -0.0028
H 2.8939 0.0764 3.1280 0.0260 -0.0039 -0.0009
Se -0.8949 -1.3813 -0.3053 -0.2394 -0.2974 0.5156
N 2.0894 0.3005 -0.1159 0.0249 -0.1058 0.0174
C -1.3708 4.2428 -2.3199 0.0074 -0.0186 0.0066
C -3.8578 -0.5052 1.9857 0.0175 -0.0363 0.0050
C 3.0381 -0.9687 2.8504 -0.0474 0.0107 0.0024
C 1.4723 2.9514 2.4316 -0.0606 -0.0093 0.0343
C 6.3310 3.6816 -1.3100 0.0626 0.0186 -0.0149
```
Forces are in eV/Å.

Calculated values
- Strongest force on any atom: 0.98 eV/Å
- Kohn-Sham gap (alpha / beta): 7.15 / 5.48 eV
- Spin multiplicity: 5
- Highest occupied orbital energy (alpha / beta): -8.58 / -8.14 eV
- DFT total energy: -13749.0386 hartree
- Molar mass: 1038.49 g mol⁻¹


C24H39FeN2O4 | ωB97M-V with the def2-TZVPD basis set

Structure (XYZ):
```
70
Properties=species:S:1:pos:R:3:forces:R:3
C -0.3341 -1.6970 0.2299 -0.0747 -0.0274 -0.1054
H 3.9607 1.9001 -0.0831 0.0186 -0.0217 -0.0054
H -3.5360 -0.5501 -0.4148 -0.0065 0.0011 0.0290
C -2.1139 -1.5915 -1.6743 0.2423 -0.1142 -0.0393
C 0.1345 -0.2143 -1.3877 0.4322 0.0238 -0.2411
H -1.6504 -0.6545 -3.5854 0.0216 0.0013 0.0086
H 0.5577 -4.0047 1.2168 0.0111 0.0037 -0.0234
H -1.6171 -3.6784 -1.2656 -0.0034 0.0087 -0.0175
C 3.7579 -0.3919 -1.4934 -0.0749 -0.1060 0.0220
O -0.1989 0.0837 2.9378 0.1005 0.1990 0.1743
C 3.3697 -2.0831 1.2538 0.0787 0.0808 0.0257
H 0.3849 3.6691 -0.5933 0.0461 -0.0459 0.0253
C -2.1162 1.9492 2.1219 -0.0401 0.2400 -0.0910
H 2.2997 2.0522 0.5034 -0.0207 -0.0006 -0.0075
H 3.7149 -1.0946 1.5514 0.0059 0.0089 -0.0304
C 1.8589 -2.2388 1.3596 -0.0538 0.0216 -0.1768
H -2.7172 2.5715 2.8028 -0.0047 -0.0613 0.0389
H 3.3899 -1.2717 -2.0242 -0.0081 -0.0030 -0.0030
H 0.0718 0.3735 -2.2889 -0.0607 -0.0264 0.0286
C -0.8600 -1.1100 -0.9402 -0.4937 -0.1633 0.3033
C -3.3407 -0.7106 -1.4767 -0.0429 0.0721 0.0734
H -0.2023 5.1068 -1.4207 -0.0193 -0.0004 -0.0121
H 0.4330 -2.2599 3.0033 -0.0206 -0.0046 0.0383
H 1.8571 -1.2410 3.3061 0.0159 -0.0759 -0.0009
C -2.4686 -2.9999 -1.1861 0.0332 -0.0612 -0.0200
H 3.8367 -2.8061 1.9268 0.0197 0.0229 -0.0016
C 0.8230 0.9029 2.7787 0.1986 -0.0569 0.0029
H -2.6369 5.3184 -1.7227 0.0132 -0.0132 0.0014
H -4.2218 -1.1851 -1.9177 0.0151 0.0113 -0.0282
C -3.4123 2.4631 -0.6616 0.1068 -0.2120 -0.0838
C -0.2435 4.0179 -1.4101 0.1120 -0.0455 -0.0227
H 0.1660 3.6504 -2.3509 0.0063 0.0241 0.0068
C 1.5066 -2.1672 2.8480 -0.0517 0.0257 0.0100
H 3.1208 2.0528 -2.3052 -0.0081 0.0123 0.0108
H 4.4402 -0.7153 -0.7175 0.0384 -0.0605 0.1228
C -3.8358 3.6845 -1.0616 -0.0248 0.0571 0.0042
H -4.8143 4.1241 -1.1242 -0.0116 -0.0059 0.0013
Fe -0.7574 0.6677 0.4589 -0.1518 -0.0032 -0.0925
C 1.3246 -0.3453 -0.5828 -0.0607 0.0988 -0.0201
O 1.4715 1.4910 3.5749 -0.0801 -0.0283 0.0500
H 3.3155 0.7527 1.0958 -0.0284 0.0268 -0.0364
N -2.0330 2.3698 -0.7685 -0.1441 0.1869 -0.0732
C 3.0711 1.3356 0.2092 -0.0218 0.0430 0.0853
H -1.0613 0.9365 4.6339 0.0138 0.0046 0.0007
H 0.0603 -0.4200 4.9373 -0.0164 -0.0034 0.0135
C 1.5549 -3.6864 0.9118 0.0248 -0.0480 -0.0545
C -1.6352 3.5473 -1.2047 -0.0136 -0.0255 0.0255
H -0.8871 -2.2314 -3.3588 -0.0132 -0.0207 0.0127
H -2.7952 -2.9852 -0.1447 -0.0086 -0.0016 0.0050
H -3.2008 0.2552 -1.9550 0.0065 0.0784 -0.0177
N -2.6928 4.3653 -1.4106 -0.0212 0.0356 0.0364
C -1.7949 -1.6548 -3.1724 -0.0077 -0.0452 -0.0454
H 1.9962 -2.9945 3.3674 0.0163 -0.0192 -0.0244
H -3.2874 -3.4035 -1.7855 -0.0135 0.0084 0.0066
H -0.8392 -2.4526 0.8115 -0.0003 0.0477 0.0258
O -2.5660 0.8531 1.7231 -0.1101 -0.1254 0.0070
H 1.4095 2.0370 -1.8861 -0.1143 0.1235 0.0373
C 2.2602 1.4090 -2.1136 0.0227 0.0640 -0.0894
C 1.0183 -1.3131 0.4331 0.2469 -0.1035 0.0214
H 2.2749 -4.3720 1.3649 -0.0046 -0.0138 0.0242
C -0.7221 -0.0375 4.2848 -0.0128 0.0125 -0.0586
H 4.3432 0.1998 -2.2009 0.0054 -0.0051 0.0288
H 2.0449 0.8596 -3.0325 0.0236 -0.0046 0.0182
H 3.7203 -2.2984 0.2497 0.0188 -0.0266 -0.0550
H -4.0013 1.6459 -0.2918 -0.0089 -0.0246 0.0180
H -2.6189 -2.1247 -3.7148 -0.0179 0.0260 -0.0085
H 1.6212 -3.7834 -0.1732 0.0336 0.0034 -0.0009
O -0.9941 2.3887 1.7515 0.0387 0.1368 0.1297
H -1.5537 -0.7298 4.2075 0.0027 0.0021 0.0154
C 2.5899 0.4643 -0.9538 -0.1000 -0.1083 -0.0023
```
Forces are in eV/Å.

Calculated values
- Strongest force on any atom: 0.60 eV/Å
- Kohn-Sham gap (alpha / beta): 7.72 / 7.55 eV
- Spin multiplicity: 6
- Highest occupied orbital energy (alpha / beta): -7.16 / -7.77 eV
- DFT total energy: -2612.0420 hartree
- Molar mass: 475.43 g mol⁻¹


C24H39N2O2P3ReS | ωB97M-V with the def2-TZVPD basis set

Structure (XYZ):
```
72
Properties=species:S:1:pos:R:3:forces:R:3
C -3.8012 -1.0959 1.2709 0.8699 -0.7505 0.1931
H -3.2592 4.0463 0.9453 -0.0128 0.4251 0.0733
H -0.0698 -2.7227 -3.9270 -0.1616 0.0903 -0.3801
H 2.2780 -0.8683 -3.4496 -0.1144 0.1306 -0.2539
C -1.9240 2.7195 3.5681 -0.2239 -1.5873 -0.1305
C -3.3628 0.1097 0.7074 0.3504 -0.3276 -0.3150
H 1.0175 2.9478 2.5392 -0.1571 0.1832 0.1067
S 3.0262 3.4429 -1.8102 -0.2318 -0.0983 0.1192
H 0.7338 4.2552 1.3981 -0.1494 0.0554 0.1280
H -0.4548 1.8801 -4.4035 -0.1362 -0.1743 -0.1349
O 0.1566 0.2384 2.5537 -2.0652 -1.8557 -2.3019
H -1.9737 0.9559 -4.2462 0.0761 0.1548 -0.3514
H -3.4363 1.0537 1.2488 -0.0966 -0.3735 0.0209
H -1.1075 2.3757 4.2148 -0.2375 -0.0690 -0.2246
C -2.9130 -1.0218 -1.4122 0.3244 -0.0918 0.5128
C -0.4119 -0.5190 1.8357 2.0513 0.5710 1.5390
H 0.2163 4.4429 3.1082 -0.4842 -0.2738 -0.2584
H 6.0225 3.2132 -1.3243 0.2826 -0.2383 0.2004
Re -1.3357 -1.7735 0.6857 -1.1393 4.6935 -2.2770
H -0.8453 0.5614 -5.5761 0.1374 -0.1467 0.1619
H 3.4271 -0.2344 1.1925 0.1494 0.1731 -0.1600
H 1.4454 -2.1316 2.5559 -0.1089 -0.4352 -0.0447
H -2.3277 3.6718 3.9374 0.1880 -0.2030 -0.2940
H 7.2284 1.5197 0.1582 -0.1986 0.0847 -0.1287
H -3.3159 -3.1624 -1.4620 -0.0927 0.3245 0.2081
C -3.2958 -2.2544 -0.8537 0.3257 -0.4177 0.6839
H 2.0370 0.8444 -3.8408 -0.1335 -0.1480 -0.0660
C 5.4072 0.5241 0.7480 -1.7145 -0.4940 0.2418
H 0.1396 3.6605 -1.9698 0.0841 0.0268 -0.1491
H -1.8335 5.1085 0.7583 -0.1110 -0.2047 0.0780
P -0.0944 -0.3385 -3.4639 1.3158 -0.3766 -4.2687
C -1.1798 -3.8459 3.5160 0.0537 0.7435 0.0004
H -0.3628 2.2694 -1.0814 0.3644 0.0786 -0.1370
C 1.6500 -0.1658 -4.0170 0.7145 0.1626 1.4687
C 0.3072 3.7387 2.2637 0.9273 -0.9500 -1.0484
P -0.4559 -3.4838 1.8783 0.6870 -1.6986 0.8794
C -3.5896 -2.3192 0.5519 -0.7545 -0.0273 -0.3923
C 1.3244 -3.1322 2.1093 0.3229 -0.3022 0.4935
C 1.6588 2.5013 -1.1901 0.6427 0.6678 -0.7404
C 5.4947 2.4392 -0.7738 -1.3964 0.8497 -0.8040
N 1.9817 1.4953 -0.4072 0.9524 -0.8347 0.9851
H -2.6809 -0.9427 -2.4756 -0.0675 -0.1618 0.3171
C 3.3427 1.4275 -0.1879 -1.6610 0.5906 -0.7937
C 4.1081 2.4053 -0.8921 0.9849 0.1445 0.0815
H -2.4561 1.0686 -1.0173 -0.2077 -0.2860 0.0576
C -2.3476 4.4161 1.4342 -0.4689 -0.5049 -1.6066
P -1.3121 2.9617 1.8499 0.4671 3.4470 3.3008
H -1.5845 -1.9613 -4.5350 0.3211 -0.1019 -0.0596
H -1.3715 -2.9120 4.0569 0.1029 -0.2141 0.0631
H -2.7303 1.9750 3.5616 0.0975 0.1738 0.3789
H -2.6374 4.9294 2.3573 0.2379 -0.2216 -0.0758
H -0.8123 -5.8995 1.8657 0.1463 0.1648 -0.1819
H 1.8653 -3.1323 1.1492 -0.3250 -0.1632 0.2982
H 0.2619 -5.4018 0.5226 -0.3130 0.0315 0.0326
C -0.4951 -1.8500 -4.4434 -0.6496 -0.6808 1.4546
C -2.8174 0.1282 -0.5975 -0.2743 -0.3649 0.1345
H -4.2123 -1.1363 2.2784 0.0633 0.0578 -0.2287
C 6.1452 1.4965 0.0452 0.1435 0.0108 0.0591
C 0.1532 -1.9766 -0.5074 2.5286 -0.7710 -0.7374
H -0.4864 -4.4652 4.0918 -0.1297 0.0094 -0.0521
C -0.6363 -5.1380 1.0963 0.2055 0.2609 -0.1002
N 0.3781 2.7651 -1.5695 0.6878 -0.3220 0.6290
H 1.7291 -0.4088 -5.0885 -0.3843 0.0866 0.3090
C 4.0115 0.5001 0.6388 1.4004 -0.9328 0.8267
H 1.7960 -3.8661 2.7845 -0.1454 0.2219 -0.3004
C -0.9174 0.8966 -4.5366 -0.6733 0.7413 1.3954
H 5.9145 -0.2105 1.3851 -0.2100 0.4034 -0.3124
H -2.1329 -4.3723 3.3997 0.1856 0.0202 -0.0555
H -1.5124 -5.1083 0.4354 0.2469 -0.1404 0.0658
O 1.0824 -2.1319 -1.2346 -2.9848 0.7283 1.8118
H -3.8070 -3.2740 1.0335 -0.3511 0.2941 -0.3082
H -0.0399 -1.7287 -5.4374 -0.0742 0.1417 0.3638
```
Forces are in eV/Å.

Calculated values
- Strongest force on any atom: 5.34 eV/Å
- Kohn-Sham gap (alpha / beta): 8.05 / 4.33 eV
- Net charge: +4
- Spin multiplicity: 4
- Highest occupied orbital energy (alpha / beta): -18.98 / -18.97 eV
- DFT total energy: -2696.9008 hartree
- Molar mass: 698.78 g mol⁻¹


C24H39N3O5S | ωB97M-V with the def2-TZVPD basis set

Structure (XYZ):
```
72
Properties=species:S:1:pos:R:3:forces:R:3
C -4.2084 0.9438 1.2894 1.7547 -4.0287 -1.7555
C -6.7014 -2.2427 -0.5832 1.5690 6.6255 1.9778
C 4.5907 -0.3884 1.5660 6.6947 1.4415 3.1652
H 5.4622 -1.9491 -1.5895 -1.7146 0.2056 2.6616
C 4.4026 -0.1859 -1.3512 0.9590 4.5350 0.8011
H 3.8441 -0.9912 1.7931 -3.9690 -2.4154 1.3379
C -3.9257 -0.9616 -0.1762 -1.5962 -1.6462 -2.7421
H 5.3382 -0.3005 2.5159 -2.5532 0.8714 -0.9602
C -2.1988 1.8583 2.7051 -8.2837 -4.4660 4.1476
C 5.5599 -1.1734 0.8738 1.3289 0.9503 -10.3877
C 4.2884 0.8391 0.8913 3.9361 3.7468 -1.9661
H 6.3084 -2.3037 2.4254 0.1637 -0.9146 -2.6713
H -1.2888 -4.8154 -0.0072 -0.2088 0.7112 0.5840
H -1.0758 -2.8672 1.7559 0.4249 1.2052 -2.7721
C -2.7686 -1.1746 0.3229 8.5085 -1.7343 4.1395
O 1.8117 -0.8898 -0.3592 -2.1959 -15.0877 0.2536
H 0.1204 0.7203 -3.2833 0.1532 1.1117 -3.6006
O 1.4632 1.1477 0.6166 -3.0540 4.9810 8.2818
C -0.9366 -2.5268 0.5622 -0.6537 -10.0155 3.2214
H -3.0229 1.9862 3.7120 2.4953 -0.3394 -2.1909
C 0.3504 0.6357 -2.3082 -2.1543 -8.7011 4.3378
C -5.5362 -1.7326 -1.6370 -3.9526 2.5573 1.8212
H 6.4232 -2.9937 0.6846 5.0632 -3.9303 -4.5617
H 0.4598 -4.3214 0.3780 -2.6065 0.5942 -1.4519
H -5.6449 0.3159 -0.0807 -0.7032 -0.4291 -1.1593
C -0.6116 2.6728 -1.4555 -0.0320 -2.0536 5.1319
C 1.7889 2.4192 -2.1045 2.2165 -6.7479 15.3377
O -2.0598 -2.3636 -0.0545 -5.3874 5.0755 -1.6685
H 2.7518 2.5795 -1.8077 2.8573 0.6225 0.5669
H 0.8850 4.1600 -1.4761 -0.0616 9.3298 -1.7121
O -2.6306 3.9621 -0.8007 3.1382 -3.3312 5.0459
H -0.3041 2.3064 0.9623 -2.5094 1.9173 0.4082
H -0.0493 -2.1550 0.4015 4.0374 4.0544 -0.9042
H 5.0868 -3.1721 1.6237 -0.3077 0.7819 -0.8647
H -6.7212 -1.5810 0.6460 -0.0892 -1.7980 -4.1590
H -1.0458 3.0074 -2.3056 -1.6491 1.1031 -2.5639
H -5.8595 -0.5731 -1.8196 0.8057 -2.9197 -0.4895
H -4.6826 1.8191 1.5842 -1.5560 1.2679 0.0869
N 1.5420 0.9106 -1.7435 5.2598 5.5535 -2.2193
H -0.5289 0.7286 -0.1260 -1.3210 -0.2315 -4.7745
H -6.4708 -3.1442 -0.2822 1.1047 -4.8996 1.3904
C -1.6725 3.2219 -0.1575 -1.1218 3.5989 -12.2992
C 5.8936 -2.4865 1.2690 -3.3228 1.7974 10.4647
H 1.0864 3.0722 -0.1177 0.1813 0.9854 -3.5907
H -5.8009 -2.4333 -2.4558 1.4894 0.7726 0.0167
C 4.7810 -1.4676 -0.7080 10.3965 3.9673 -2.5507
H 5.1378 1.6296 0.6078 -0.2400 -2.3356 1.2548
S 2.0938 0.3694 -0.2661 4.4705 10.1345 -8.5242
C -0.6071 -3.9675 -0.1778 4.1011 -2.0128 2.3818
H 3.8145 -0.1542 -2.2505 -0.5184 -0.7036 -0.2684
C -2.1022 3.1834 2.2402 0.9843 -1.7997 -5.8935
C -2.9981 0.6600 1.9519 0.3487 2.9010 -3.9690
H 3.9451 -1.7693 -0.4875 -8.4167 -5.1461 2.0502
H -1.4288 1.3266 3.0875 3.1761 -0.7083 1.3087
H -7.6637 -2.2216 -1.0448 -0.5844 0.3051 -0.2443
H -1.4374 3.6385 2.8221 1.5199 3.1065 2.8784
H 3.8092 1.4976 1.4697 -2.7037 2.1955 2.3374
O -4.2247 -1.7226 -1.1363 -2.1622 -5.4665 -5.3783
H -1.2586 -0.5779 1.8717 -1.4734 0.3211 -1.9807
H -1.7029 0.7361 -1.8847 -1.5311 -0.6028 0.1816
H -0.3729 -4.1333 -1.2634 -0.2367 1.5269 0.7320
H 5.1891 0.5652 -1.5767 0.6823 -1.1991 -0.2991
H 6.5168 -0.5522 0.3014 -2.2845 -1.4264 2.5838
N -1.1782 2.9958 0.9658 0.8737 -1.3323 4.2363
C -2.2185 -0.3148 1.2460 1.1845 -0.9990 3.9576
H 0.3349 -0.5126 -2.1293 -0.0641 0.5963 -1.3693
H 1.7091 2.6559 -2.9178 -1.5226 2.9036 -16.5672
N 3.7088 0.8214 -0.3916 -3.3386 -3.2052 -1.5550
C -0.7736 0.9306 -1.4381 1.7036 6.2963 4.4875
C -4.6585 0.0061 0.1246 -3.1273 10.4676 7.9454
C 0.9222 3.2482 -1.3652 -4.7119 -9.3088 8.1871
H -3.0489 3.5494 1.8529 0.3365 0.8176 0.3624
```
Forces are in eV/Å.

Calculated values
- Strongest force on any atom: 16.90 eV/Å
- Kohn-Sham gap: 8.21 eV
- Spin multiplicity: 1
- Highest occupied orbital energy: -7.68 eV
- DFT total energy: -1875.6378 hartree
- Molar mass: 481.66 g mol⁻¹